No. 1
Computed, not measured: C48H37CsN2OP2SSe2 as an isolated structure, with the ωB97M-V functional and the def2-TZVPD basis.

Values from the calculation:
LUMO energy = -0.7 eV
Energy relative to the best compared isomer or geometry (same formula, charge and spin) = 0.000 eV
Orbital gap = 5.3 eV
HOMO energy = -5.99 eV

ORCA input file:
```
! RIJCOSX wB97M-V def2-TZVPD def2/J DEFGRID3
* xyz 0 1
Cs -0.52 1.23 0.91
Se 0.43 4.16 0.80
Se -3.51 1.31 3.47
S -0.79 -2.02 1.53
P -1.02 -1.33 -1.68
P 2.06 -1.34 0.46
O -1.08 -2.44 2.92
N -1.85 1.93 3.34
N -3.96 2.42 4.77
C -2.49 -1.90 -0.72
C 4.89 -1.60 0.12
C 2.51 -0.15 2.93
C -2.07 -2.42 -5.53
C -1.73 3.16 -2.53
C 0.26 7.06 -2.91
C -2.63 1.07 -1.73
C -1.89 -1.66 -4.38
C -0.56 4.64 5.37
C 2.57 -1.36 2.23
C 2.97 -2.51 2.90
C -2.76 2.44 -1.95
C 0.12 -3.35 0.73
C 3.32 -2.46 4.24
C -2.86 4.18 6.03
C 2.13 -4.09 -0.32
C -0.63 6.30 -0.80
C -0.43 1.14 -2.69
C -1.72 4.89 6.18
C 0.40 5.38 -0.66
C -1.65 -3.74 -5.56
C 4.65 -1.62 -2.65
C -3.73 -2.09 -1.31
C -2.90 3.16 5.03
C -0.86 -3.54 -3.30
C 1.37 5.31 -1.67
C 3.63 -1.49 -0.47
C -0.56 2.50 -2.92
C -4.83 -2.51 -0.57
C -1.04 -4.30 -4.44
C -3.45 -2.60 1.40
C -1.72 2.89 4.23
C 5.90 -1.72 -2.06
C 1.29 6.15 -2.78
C 1.58 -5.36 -0.45
C -0.70 7.14 -1.91
C -1.45 0.41 -2.09
C 3.52 -1.49 -1.86
C 2.87 -0.10 4.27
C 6.02 -1.71 -0.68
C -1.30 -2.22 -3.25
C -4.68 -2.76 0.79
C -0.54 3.68 4.42
C 0.30 -5.63 0.03
C 3.27 -1.26 4.92
C -2.36 -2.20 0.64
C -0.43 -4.62 0.62
C 1.41 -3.06 0.29
H 0.50 0.65 -2.95
H -5.79 -2.64 -1.05
H 2.18 4.60 -1.58
H -2.22 -0.62 -4.36
H 0.20 7.71 -3.77
H 4.99 -1.59 1.19
H -0.12 -6.62 -0.07
H -3.74 4.37 6.63
H 2.16 -6.14 -0.92
H -3.67 2.94 -1.64
H -1.39 6.36 -0.02
H 3.62 -3.37 4.75
H 0.31 3.52 3.77
H -3.43 0.53 -1.24
H -2.53 -1.98 -6.40
H 6.79 -1.81 -2.68
H 3.54 -1.22 5.97
H -1.44 -4.80 0.99
H -1.52 7.85 -1.99
H -1.81 4.23 -2.66
H -3.85 -1.90 -2.37
H 3.13 -3.90 -0.69
H -5.54 -3.08 1.38
H -3.30 -2.80 2.45
H 2.81 0.84 4.81
H 2.06 6.09 -3.55
H 2.19 0.76 2.44
H 7.00 -1.78 -0.22
H -0.70 -5.33 -4.46
H 0.25 3.07 -3.35
H 3.00 -3.46 2.37
H 4.56 -1.62 -3.73
H -1.66 5.67 6.92
H 2.54 -1.40 -2.31
H 0.32 5.26 5.51
H -1.79 -4.33 -6.45
H -0.37 -3.97 -2.43
*
```

Löwdin population analysis, charges in e, atoms 1 to 2: Cs 0.7855; Se 0.3160

No. 2
Computed, not measured: a 2-piece molecular cluster, C18H27N2O3PS overall, with the ωB97M-V functional and the def2-TZVPD basis.

Values from the calculation:
LUMO energy = 0.2 eV
Orbital gap = 9.3 eV
SMILES string = Cc1ccc(C(C)C)c(OC[C@@H]2CC(=O)O[C@@]2(CN)[PH2]=S)c1.CC#N
HOMO energy = -9.11 eV

ORCA input file:
```
! RIJCOSX wB97M-V def2-TZVPD def2/J DEFGRID3
* xyz 0 1
S 0.52 2.93 1.72
P -0.23 2.08 0.14
O -1.17 -1.53 -2.10
O -3.07 -0.50 3.07
O -1.95 0.96 1.79
N 5.41 3.50 4.93
N -2.90 3.52 -0.48
C -1.16 -3.34 0.14
C 2.91 -1.14 -1.60
C 4.33 3.75 4.63
C 2.24 -0.22 -2.40
C -2.77 -0.12 1.98
C -3.12 2.18 0.06
C -1.94 -0.41 -1.69
C -1.95 -0.19 -0.19
C 0.19 -1.43 -1.90
C 2.24 -2.19 -1.01
C 2.95 0.90 -3.09
C 1.06 -4.34 0.49
C -1.90 1.26 0.35
C 2.97 4.07 4.23
C -3.13 -0.69 0.63
C 0.87 -0.39 -2.53
C 0.86 -2.39 -1.14
C 0.19 -3.61 -0.53
H 2.87 0.78 -4.18
H -1.57 -4.28 0.51
H 4.01 0.89 -2.85
H 3.98 -1.04 -1.46
H 0.57 1.04 -0.33
H 0.31 0.30 -3.15
H -3.83 1.67 -0.59
H 2.03 -4.62 0.10
H 2.53 1.87 -2.83
H 2.92 5.04 3.75
H -1.89 -2.90 -0.53
H -1.65 0.49 -2.24
H -1.03 -2.70 1.02
H 2.31 4.09 5.10
H -2.47 4.11 0.22
H -2.33 3.52 -1.31
H 1.17 -3.75 1.40
H -3.60 2.32 1.02
H -3.26 -1.77 0.65
H 2.58 3.33 3.53
H 2.83 -2.87 -0.42
H -4.09 -0.28 0.30
H 0.01 -4.32 -1.34
H -1.09 -0.66 0.31
H -0.37 2.98 -0.92
H -2.96 -0.65 -2.02
H 0.56 -5.27 0.76
*
```

natural (NBO) population analysis, charges in e, atoms 1 to 2: S -0.5747; P 0.8564

No. 3
Computed, not measured: one molecule with the formula C6H13NO, with the ωB97M-V functional and the def2-TZVPD basis.

Values from the calculation:
LUMO energy = 1.0 eV
Energy relative to the best compared isomer or geometry (same formula, charge and spin) = 1.451 eV
Orbital gap = 9.6 eV
SMILES string = CC(=O)CCN(C)C
HOMO energy = -8.62 eV

ORCA input file:
```
! RIJCOSX wB97M-V def2-TZVPD def2/J DEFGRID3
* xyz 0 1
O 2.06 -1.21 0.17
N -1.39 0.02 0.72
C 2.71 0.48 -1.39
C 1.88 -0.09 -0.27
C -0.45 0.56 -0.22
C -0.98 -1.25 1.30
C -2.71 -0.09 0.12
C 0.93 0.90 0.38
H -0.04 -1.14 1.84
H -0.84 -2.04 0.54
H 2.05 0.80 -2.20
H 3.41 -0.26 -1.77
H 3.26 1.35 -1.04
H -1.74 -1.60 2.00
H -3.41 -0.43 0.89
H 0.89 0.75 1.46
H -2.74 -0.81 -0.71
H -3.03 0.88 -0.23
H -0.89 1.46 -0.67
H 1.21 1.92 0.14
H -0.18 -0.19 -1.05
*
```

natural (NBO) population analysis, charges in e, atoms 1 to 2: O -0.5497; N -0.4347